{"formula": "C2H5Br3Si", "method": "the ωB97M-V functional and the def2-TZVPD basis", "species": ["Br", "Br", "Br", "Si", "C", "C", "H", "H", "H", "H", "H"], "coordinates": [[-2.162, 1.007, 1.001], [-2.787, 0.166, -2.076], [-2.086, -2.166, 0.108], [1.548, 0.593, 0.708], [-2.007, -0.278, -0.421], [0.880, -0.421, -0.666], [0.740, -0.277, -1.685], [0.706, -1.510, -0.270], [1.051, 0.077, 2.039], [3.022, 0.727, 0.575], [1.095, 2.080, 0.687]], "forces_ev_per_a": [[0.026, -0.793, -0.802], [0.126, -0.130, 0.448], [-0.058, 1.435, -0.346], [-0.572, 1.772, 0.200], [-0.033, -0.530, 0.661], [-0.324, -2.701, 3.158], [-0.152, 0.362, -1.622], [0.287, 1.979, -1.209], [0.457, -0.066, -0.593], [0.032, -0.290, 0.236], [0.214, -1.039, -0.132]], "e_above_lowest_ev": 9.538, "spin_multiplicity": 1, "lumo_energy_ev": [-1.79, -3.47], "gap_ha": [0.2213, 0.1131], "max_force_ev_per_a": 4.168, "e_tot_ev": -220153.5320}


{"formula": "C2H5BrCl2Si", "method": "the ωB97M-V functional and the def2-TZVPD basis", "species": ["Br", "Cl", "Cl", "Si", "C", "C", "H", "H", "H", "H", "H"], "coordinates": [[-2.369, 2.194, -0.404], [-2.503, -1.277, -1.541], [-1.912, -0.310, 1.987], [-1.360, 0.242, 0.114], [1.470, -0.416, 0.489], [0.471, 0.196, -0.406], [0.396, -0.364, -1.359], [0.523, 1.219, -0.865], [1.284, -1.543, 0.734], [2.446, -0.141, -0.108], [1.552, 0.199, 1.359]], "forces_ev_per_a": [[0.506, -0.795, 0.290], [1.364, 1.696, 2.103], [0.213, -0.037, -0.282], [-1.393, -1.005, -2.389], [2.429, -0.097, -0.869], [-3.362, 0.225, -2.234], [-0.106, -0.176, 0.419], [0.925, -0.416, 1.148], [0.581, 2.233, -0.626], [-1.248, -1.491, 1.434], [0.091, -0.137, 1.007]], "e_above_lowest_ev": 1.326, "spin_multiplicity": 1, "smiles": "CC[Si](Cl)(Cl)Br", "lumo_energy_ev": -0.07, "gap_ha": 0.3809, "max_force_ev_per_a": 4.043, "e_tot_ev": -105122.9531}


{"formula": "C2H5BrN2S", "method": "the ωB97M-V functional and the def2-TZVPD basis", "species": ["Br", "S", "N", "N", "C", "C", "H", "H", "H", "H", "H"], "coordinates": [[-4.629, -0.894, 0.414], [-0.276, -1.990, -0.072], [-1.480, -0.823, -0.340], [-1.138, 0.296, -0.208], [0.239, 0.604, -0.053], [0.979, -0.638, 0.452], [0.964, -0.640, 1.470], [0.690, 1.111, -0.898], [1.859, -0.746, -0.022], [0.214, 1.389, 0.726], [-4.369, 0.464, 0.080]], "forces_ev_per_a": [[-0.245, 0.116, 0.056], [1.925, 0.005, 0.229], [-1.307, -3.250, -0.004], [-0.950, 4.288, -1.335], [1.125, 0.729, 2.249], [-4.331, -0.270, -1.924], [0.568, -0.203, 2.780], [-0.314, -0.309, -0.632], [3.085, -0.679, -1.239], [0.383, -0.291, -0.190], [0.061, -0.137, 0.010]], "e_above_lowest_ev": 0.652, "spin_multiplicity": 1, "smiles": "C1CSN=N1.Br", "lumo_energy_ev": 0.80, "gap_ha": 0.3627, "max_force_ev_per_a": 4.747, "e_tot_ev": -86010.9189}


{"formula": "C2H5BrOS", "method": "the ωB97M-V functional and the def2-TZVPD basis", "species": ["Br", "S", "O", "C", "C", "H", "H", "H", "H", "H"], "coordinates": [[-0.795, -2.716, -0.417], [-0.533, 0.261, -0.983], [1.746, -1.411, 0.269], [-0.426, 1.712, -0.004], [-0.213, -1.036, 0.051], [-0.867, 1.568, 1.000], [-1.056, 2.396, -0.543], [0.556, 2.127, -0.073], [1.997, -2.010, -0.370], [-0.411, -0.891, 1.070]], "forces_ev_per_a": [[-0.575, -0.920, -0.654], [-0.336, -0.761, -1.569], [-3.696, 3.393, 2.565], [-0.639, 0.123, 0.699], [3.773, -0.765, 0.134], [0.628, 0.196, -0.421], [-0.484, 0.425, -0.137], [0.717, 0.099, 0.650], [0.385, -2.194, -2.570], [0.227, 0.405, 1.304]], "e_above_lowest_ev": 2.457, "spin_multiplicity": 1, "lumo_energy_ev": 0.37, "gap_ha": 0.3537, "max_force_ev_per_a": 5.635, "e_tot_ev": -85077.5425}


{"formula": "C2H5BrOS", "method": "the ωB97M-V functional and the def2-TZVPD basis", "species": ["Br", "S", "O", "C", "C", "H", "H", "H", "H", "H"], "coordinates": [[1.864, -2.084, -1.547], [0.464, 0.640, 0.751], [-0.548, -1.514, 1.825], [-0.408, -0.850, 0.695], [-0.070, 1.399, -0.840], [-0.911, -1.139, -0.215], [0.011, -1.173, 2.466], [0.699, 2.254, -0.968], [-1.077, 1.784, -0.570], [-0.023, 0.682, -1.597]], "forces_ev_per_a": [[0.008, 0.127, 0.072], [0.462, 0.038, -0.667], [-2.138, -2.289, -0.447], [0.360, 1.447, -1.769], [0.718, 2.506, 2.812], [-0.157, -0.327, 0.342], [1.632, 0.932, 2.069], [-1.497, -1.392, -0.138], [0.642, -0.124, -0.956], [-0.030, -0.917, -1.319]], "e_above_lowest_ev": 0.000, "spin_multiplicity": 3, "lumo_energy_ev": [0.69, -3.45], "gap_ha": [0.2594, 0.2225], "s_squared": 2.007, "max_force_ev_per_a": 3.834, "e_tot_ev": -85076.8053}


{"formula": "C2H5BrSi", "method": "the ωB97M-V functional and the def2-TZVPD basis", "species": ["Br", "Si", "C", "C", "H", "H", "H", "H", "H"], "coordinates": [[3.074, -1.625, 0.315], [0.901, -1.037, 0.393], [0.173, -0.136, -1.042], [0.247, 0.786, 0.231], [-0.797, 0.796, 0.790], [-1.037, -2.852, 1.355], [-0.841, -0.221, -1.271], [0.800, 1.766, 0.365], [0.812, 0.125, -1.903]], "forces_ev_per_a": [[-0.532, 0.186, -0.016], [-0.825, 0.692, 0.191], [1.564, 0.848, 0.046], [-0.854, -0.427, 2.195], [2.198, 0.217, -1.260], [0.793, 0.671, -0.319], [-1.406, -0.581, -0.858], [-0.578, -1.494, -0.493], [-0.360, -0.112, 0.513]], "e_above_lowest_ev": 4.237, "spin_multiplicity": 1, "lumo_energy_ev": [-1.62, -0.98], "gap_ha": [0.2752, 0.2813], "max_force_ev_per_a": 2.543, "e_tot_ev": -80070.9676}


{"formula": "C2H5BrSi", "method": "the ωB97M-V functional and the def2-TZVPD basis", "species": ["Br", "Si", "C", "C", "H", "H", "H", "H", "H"], "coordinates": [[-1.170, -2.276, 0.466], [-0.137, -3.615, -1.022], [0.379, 1.366, 1.130], [0.064, 1.551, -0.162], [0.103, -2.804, -2.253], [-0.679, 0.949, -0.820], [-0.013, 0.629, 1.898], [1.171, 1.923, 1.637], [0.283, 2.277, -0.875]], "forces_ev_per_a": [[0.092, 0.226, -0.445], [0.132, -1.042, 0.534], [0.185, -0.361, 0.354], [-2.482, -2.555, 0.006], [-0.233, 0.823, -0.086], [0.817, 0.182, 2.113], [0.035, 0.495, -1.783], [-0.266, 0.456, -0.524], [1.719, 1.774, -0.169]], "e_above_lowest_ev": 2.396, "spin_multiplicity": 1, "lumo_energy_ev": -1.12, "gap_ha": 0.2817, "max_force_ev_per_a": 3.562, "e_tot_ev": -80072.8078}


{"formula": "C2H5Cl2N2", "method": "the ωB97M-V functional and the def2-TZVPD basis", "species": ["Cl", "Cl", "N", "N", "C", "C", "H", "H", "H", "H", "H"], "coordinates": [[1.763, -3.389, 0.321], [-1.629, 3.398, -0.382], [-0.787, 1.085, 0.430], [0.754, -0.891, 0.072], [0.695, -2.145, -0.061], [-0.753, 1.943, -0.471], [0.053, 1.748, -1.226], [1.526, -0.418, 0.386], [0.023, -0.072, 0.185], [-0.173, -2.610, -0.446], [-1.472, 1.353, 1.194]], "forces_ev_per_a": [[0.440, -0.638, 0.364], [0.085, 0.056, -0.549], [-1.918, 0.215, 2.057], [-0.689, 3.772, 0.009], [0.039, -2.477, -0.715], [1.614, 0.480, -0.757], [-1.218, 0.847, -0.032], [2.944, 0.679, 0.798], [-1.039, -0.940, 0.235], [-1.260, -1.254, -0.483], [1.002, -0.741, -0.928]], "e_above_lowest_ev": 3.342, "spin_multiplicity": 3, "lumo_energy_ev": [-2.94, -10.65], "gap_ha": [0.3012, 0.1608], "s_squared": 2.005, "max_force_ev_per_a": 3.835, "e_tot_ev": -30166.1975, "total_charge": 1}


{"formula": "C2H5Cl2P", "method": "the ωB97M-V functional and the def2-TZVPD basis", "species": ["Cl", "Cl", "P", "C", "C", "H", "H", "H", "H", "H"], "coordinates": [[-2.920, -1.676, 0.232], [0.190, 1.533, 1.903], [0.782, -0.804, 0.159], [-0.173, 0.802, 0.316], [1.897, -0.375, -0.997], [2.611, -1.110, -1.337], [1.970, 0.602, -1.448], [-3.216, -1.114, 1.341], [0.106, 1.521, -0.456], [-1.247, 0.619, 0.287]], "forces_ev_per_a": [[-0.023, -0.034, -0.045], [-0.004, 0.090, 0.193], [0.173, 0.441, -0.416], [0.140, -0.208, -0.189], [-0.474, -0.254, 0.455], [0.144, -0.094, -0.010], [-0.015, 0.154, -0.095], [-0.020, 0.005, 0.063], [-0.061, -0.115, 0.099], [0.141, 0.014, -0.055]], "e_above_lowest_ev": 1.084, "spin_multiplicity": 1, "smiles": "C=PCCl.Cl", "lumo_energy_ev": 0.20, "gap_ha": 0.3654, "max_force_ev_per_a": 0.704, "e_tot_ev": -36487.6780}


{"formula": "C2H5Cl3Si", "method": "the ωB97M-V functional and the def2-TZVPD basis", "species": ["Cl", "Cl", "Cl", "Si", "C", "C", "H", "H", "H", "H", "H"], "coordinates": [[-3.006, -1.535, -0.119], [-1.498, 1.307, -1.382], [-1.471, 1.059, 1.500], [2.291, 0.745, 0.139], [-1.215, -1.082, -0.133], [-0.966, 0.360, -0.025], [-0.835, -1.475, -1.073], [2.561, -0.477, 0.875], [2.333, 0.714, -1.308], [-0.792, -1.614, 0.716], [2.597, 1.997, 0.809]], "forces_ev_per_a": [[0.605, 0.284, -0.015], [0.620, -0.245, 0.291], [0.711, -0.235, -0.536], [-0.303, 0.226, 0.287], [-0.133, -0.717, -0.045], [-2.272, 0.770, 0.277], [0.049, 0.018, 0.058], [0.224, -0.313, 0.085], [0.182, -0.052, -0.387], [0.058, 0.041, -0.078], [0.258, 0.223, 0.063]], "e_above_lowest_ev": 0.085, "spin_multiplicity": 3, "lumo_energy_ev": [0.68, -2.01], "gap_ha": [0.2879, 0.3346], "s_squared": 2.007, "max_force_ev_per_a": 2.414, "e_tot_ev": -47595.8623}